Entry i
Here is the molecule C23H40N2O3 from the OMol25 dataset. Energies are from wB97M-V/def2-TZVPD.

As for the SMILES: C=CCOC[C@@H](C(=O)N1CC2(CCCN(C(=O)[C@H](C)C(C)C)C2)C1)C(C)(C)C. Its orbital gap is 0.35389 Ha.

Each atom is followed by the atoms it is bonded to, with distances in Å.
Atoms and positions in Å:
1 C -1.22 1.75 4.15  C2 1.324, H29 1.082, H30 1.084
2 C -1.99 1.55 3.09  C1 1.324, C3 1.495, H31 1.086
3 C -2.08 0.25 2.36  C2 1.495, O4 1.421, H32 1.095, H33 1.097
4 O -1.88 0.48 0.97  C3 1.421, C5 1.421
5 C -2.73 -0.28 0.12  O4 1.421, C6 1.519, H34 1.095, H35 1.095
6 C -2.40 0.12 -1.30  C5 1.519, C7 1.521, C25 1.553, H36 1.093
7 C -0.95 -0.26 -1.55  C6 1.521, O8 1.223, N9 1.356
8 O -0.57 -1.42 -1.52  C7 1.223
9 N -0.10 0.75 -1.84  C7 1.356, C10 1.478, C24 1.469
10 C -0.08 2.13 -1.31  N9 1.478, C11 1.546, H37 1.092, H38 1.090
11 C 1.38 1.90 -0.86  C10 1.546, C12 1.516, C23 1.527, C24 1.546
12 C 2.44 2.93 -1.20  C11 1.516, C13 1.530, H39 1.093, H40 1.096
13 C 3.82 2.42 -0.77  C12 1.530, C14 1.527, H41 1.094, H42 1.092
14 C 3.82 2.00 0.70  C13 1.527, N15 1.457, H43 1.086, H44 1.097
15 N 2.75 1.05 0.96  C14 1.457, C16 1.369, C23 1.448
16 C 3.06 -0.24 1.31  N15 1.369, O17 1.221, C18 1.529
17 O 4.22 -0.58 1.50  C16 1.221
18 C 1.92 -1.22 1.57  C16 1.529, C19 1.533, C20 1.534, H45 1.094
19 C 1.50 -1.02 3.03  C18 1.533, H46 1.092, H47 1.089, H48 1.092
20 C 2.36 -2.65 1.25  C18 1.534, C21 1.528, C22 1.527, H49 1.093
21 C 2.70 -2.78 -0.23  C20 1.528, H50 1.094, H51 1.091, H52 1.091
22 C 1.26 -3.65 1.61  C20 1.527, H53 1.095, H54 1.091, H55 1.090
23 C 1.44 1.55 0.62  C11 1.527, N15 1.448, H56 1.098, H57 1.087
24 C 1.36 0.61 -1.72  N9 1.469, C11 1.546, H58 1.089, H59 1.093
25 C -3.36 -0.47 -2.37  C6 1.553, C26 1.531, C27 1.532, C28 1.531
26 C -2.77 -0.21 -3.76  C25 1.531, H60 1.091, H61 1.092, H62 1.093
27 C -4.70 0.26 -2.28  C25 1.532, H63 1.091, H64 1.093, H65 1.092
28 C -3.58 -1.97 -2.18  C25 1.531, H66 1.092, H67 1.092, H68 1.089
29 H -1.20 2.69 4.67  C1 1.082
30 H -0.58 0.96 4.53  C1 1.084
31 H -2.62 2.34 2.71  C2 1.086
32 H -1.35 -0.47 2.74  C3 1.095
33 H -3.08 -0.18 2.51  C3 1.097
34 H -2.54 -1.35 0.26  C5 1.095
35 H -3.77 -0.07 0.37  C5 1.095
36 H -2.49 1.21 -1.37  C6 1.093
37 H -0.20 2.87 -2.09  C10 1.092
38 H -0.79 2.31 -0.50  C10 1.090
39 H 2.42 3.15 -2.27  C12 1.093
40 H 2.21 3.86 -0.67  C12 1.096
41 H 4.09 1.55 -1.38  C13 1.094
42 H 4.58 3.18 -0.94  C13 1.092
43 H 4.76 1.54 0.98  C14 1.086
44 H 3.66 2.89 1.33  C14 1.097
45 H 1.07 -1.00 0.92  C18 1.094
46 H 1.24 0.02 3.22  C19 1.092
47 H 0.64 -1.64 3.29  C19 1.089
48 H 2.33 -1.28 3.69  C19 1.092
49 H 3.25 -2.87 1.84  C20 1.093
50 H 1.81 -2.60 -0.85  C21 1.094
51 H 3.49 -2.09 -0.53  C21 1.091
52 H 3.05 -3.79 -0.46  C21 1.091
53 H 0.33 -3.40 1.10  C22 1.095
54 H 1.55 -4.66 1.28  C22 1.091
55 H 1.07 -3.70 2.68  C22 1.090
56 H 1.24 2.46 1.21  C23 1.098
57 H 0.66 0.84 0.87  C23 1.087
58 H 1.67 -0.32 -1.23  C24 1.089
59 H 1.87 0.70 -2.68  C24 1.093
60 H -1.84 -0.78 -3.91  C26 1.091
61 H -3.48 -0.52 -4.53  C26 1.092
62 H -2.55 0.85 -3.91  C26 1.093
63 H -5.18 0.12 -1.31  C27 1.091
64 H -4.58 1.33 -2.45  C27 1.093
65 H -5.39 -0.13 -3.04  C27 1.092
66 H -4.11 -2.18 -1.25  C28 1.092
67 H -4.20 -2.35 -3.00  C28 1.092
68 H -2.64 -2.51 -2.18  C28 1.089

Atomic partial charges in e from the natural (NBO) method, atoms 1 to 2: number 1, C, carries -0.38; number 2, C, carries -0.19

Entry ii
Here is the molecule C23H40N2O3 from the OMol25 dataset. Energies are from wB97M-V/def2-TZVPD.

As for the SMILES: C=CCOC[C@@H](C(=O)N1CC2(CCCN(C(=O)[C@H](C)C(C)C)C2)C1)C(C)(C)C. Its orbital gap is 0.35457 Ha.

Each atom is followed by the atoms it is bonded to, with distances in Å.
Atoms and positions in Å:
1 C 1.57 1.48 4.90  C2 1.325, H29 1.082, H30 1.084
2 C 0.87 1.29 3.79  C1 1.325, C3 1.499, H31 1.085
3 C 0.96 0.04 2.97  C2 1.499, O4 1.430, H32 1.093, H33 1.094
4 O 1.41 0.20 1.62  C3 1.430, C5 1.423
5 C 1.73 1.52 1.18  O4 1.423, C6 1.519, H34 1.093, H35 1.093
6 C 2.19 1.38 -0.26  C5 1.519, C7 1.520, C25 1.556, H36 1.093
7 C 0.99 0.89 -1.06  C6 1.520, O8 1.223, N9 1.357
8 O -0.02 1.56 -1.19  C7 1.223
9 N 1.10 -0.33 -1.64  C7 1.357, C10 1.478, C24 1.468
10 C 1.78 -1.54 -1.11  N9 1.478, C11 1.547, H37 1.093, H38 1.090
11 C 0.45 -2.30 -1.28  C10 1.547, C12 1.516, C23 1.528, C24 1.547
12 C 0.44 -3.65 -1.98  C11 1.516, C13 1.531, H39 1.094, H40 1.096
13 C -1.00 -4.15 -2.13  C12 1.531, C14 1.528, H41 1.094, H42 1.091
14 C -1.71 -4.17 -0.78  C13 1.528, N15 1.460, H43 1.086, H44 1.096
15 N -1.64 -2.86 -0.14  C14 1.460, C16 1.372, C23 1.450
16 C -2.77 -2.08 -0.09  N15 1.372, O17 1.221, C18 1.529
17 O -3.85 -2.51 -0.47  C16 1.221
18 C -2.67 -0.70 0.57  C16 1.529, C19 1.536, C20 1.535, H45 1.093
19 C -2.81 -0.92 2.08  C18 1.536, H46 1.092, H47 1.089, H48 1.092
20 C -3.73 0.25 0.00  C18 1.535, C21 1.528, C22 1.529, H49 1.093
21 C -3.49 0.48 -1.50  C20 1.528, H50 1.094, H51 1.091, H52 1.092
22 C -3.71 1.59 0.73  C20 1.529, H53 1.094, H54 1.091, H55 1.090
23 C -0.28 -2.40 0.06  C11 1.528, N15 1.450, H56 1.098, H57 1.088
24 C -0.07 -1.09 -2.09  N9 1.468, C11 1.547, H58 1.089, H59 1.093
25 C 2.80 2.67 -0.86  C6 1.556, C26 1.533, C27 1.533, C28 1.531
26 C 2.98 2.48 -2.37  C25 1.533, H60 1.091, H61 1.092, H62 1.093
27 C 4.18 2.90 -0.23  C25 1.533, H63 1.091, H64 1.093, H65 1.092
28 C 1.93 3.91 -0.61  C25 1.531, H66 1.092, H67 1.092, H68 1.089
29 H 1.45 2.37 5.50  C1 1.082
30 H 2.30 0.75 5.24  C1 1.084
31 H 0.15 2.04 3.48  C2 1.085
32 H 1.65 -0.66 3.46  C3 1.093
33 H -0.02 -0.43 2.92  C3 1.094
34 H 0.84 2.16 1.22  C5 1.093
35 H 2.51 1.96 1.80  C5 1.093
36 H 2.97 0.62 -0.29  C6 1.093
37 H 2.57 -1.88 -1.78  C10 1.093
38 H 2.15 -1.44 -0.09  C10 1.090
39 H 0.92 -3.56 -2.96  C12 1.094
40 H 1.03 -4.36 -1.40  C12 1.096
41 H -1.55 -3.50 -2.81  C13 1.094
42 H -1.01 -5.15 -2.56  C13 1.091
43 H -2.76 -4.44 -0.88  C14 1.086
44 H -1.22 -4.89 -0.11  C14 1.096
45 H -1.69 -0.25 0.37  C18 1.093
46 H -2.12 -1.69 2.43  C19 1.092
47 H -2.62 -0.01 2.64  C19 1.089
48 H -3.82 -1.26 2.31  C19 1.092
49 H -4.70 -0.22 0.13  C20 1.093
50 H -2.53 0.98 -1.66  C21 1.094
51 H -3.51 -0.45 -2.06  C21 1.091
52 H -4.27 1.13 -1.91  C21 1.092
53 H -2.71 2.04 0.68  C22 1.094
54 H -4.40 2.29 0.25  C22 1.091
55 H -3.99 1.50 1.77  C22 1.090
56 H 0.24 -3.13 0.70  C23 1.098
57 H -0.25 -1.44 0.58  C23 1.088
58 H -1.02 -0.64 -1.79  C24 1.089
59 H -0.06 -1.25 -3.17  C24 1.093
60 H 2.02 2.38 -2.88  C26 1.091
61 H 3.51 3.33 -2.80  C26 1.092
62 H 3.57 1.58 -2.58  C26 1.093
63 H 4.12 3.09 0.84  C27 1.091
64 H 4.84 2.04 -0.39  C27 1.093
65 H 4.66 3.77 -0.69  C27 1.092
66 H 1.85 4.14 0.45  C28 1.092
67 H 2.38 4.77 -1.10  C28 1.092
68 H 0.92 3.76 -1.01  C28 1.089

Atomic partial charges in e from the natural (NBO) method, atoms 1 to 2: number 1, C, carries -0.37; number 2, C, carries -0.22

Quick one: least stable of them? entry ii

Entry i
Here is the ion CH4N3O with charge +1 from the OMol25 dataset. Energies are from wB97M-V/def2-TZVPD.

Its total charge is +1. As for the SMILES: NC(=[NH2+])N=O. Its orbital gap (alpha / beta) is 0.31314 / 0.31313 Ha.

Each atom is followed by the atoms it is bonded to, with distances in Å.
Atoms and positions in Å:
1 N -1.20 0.17 -0.10  C2 1.334, H6 1.005, H7 1.007
2 C -0.15 -0.40 0.50  N1 1.334, N3 1.341, N4 1.493
3 N 1.16 -0.22 0.32  C2 1.341, H8 1.014, H9 1.011
4 N -0.39 -1.17 1.76  C2 1.493, O5 1.198
5 O -1.54 -1.42 1.99  N4 1.198
6 H -2.16 -0.13 -0.15  N1 1.005
7 H -0.86 0.48 -1.00  N1 1.007
8 H 1.84 -0.86 0.71  N3 1.014
9 H 1.55 0.08 -0.57  N3 1.011

Atomic partial charges in e from the natural (NBO) method, atoms 1 to 2: number 1, N, carries -0.69; number 2, C, carries 0.59

Entry ii
Here is a cluster of 2 separate species, CH4N3O in total from the OMol25 dataset. Energies are from wB97M-V/def2-TZVPD.

Its total charge is +1. Its orbital gap is 0.47228 Ha.

Each atom is followed by the atoms it is bonded to, with distances in Å.
Atoms and positions in Å:
1 C -0.92 -0.79 0.13  N3 1.308, O5 1.305, H6 1.058
2 N 2.07 0.62 -0.02  N4 1.090
3 N -1.24 0.47 0.09  C1 1.308, H7 1.026, H8 1.005
4 N 3.05 1.10 0.01  N2 1.090
5 O 0.29 -1.23 -0.13  C1 1.305, H9 1.099
6 H -1.67 -1.53 0.19  C1 1.058
7 H -0.42 1.06 -0.09  N3 1.026
8 H -2.19 0.73 -0.11  N3 1.005
9 H 1.03 -0.43 -0.07  O5 1.099

Atomic partial charges in e from the natural (NBO) method, atoms 1 to 2: number 1, C, carries 0.58; number 2, N, carries -0.10

Quick one: least stable of them? entry i

Entry i
Here is a cluster of 2 separate species, CH5N2 in total from the OMol25 dataset. Energies are from wB97M-V/def2-TZVPD.

Its total charge is +1. Its orbital gap is 0.33076 Ha.

Each atom is followed by the atoms it is bonded to, with distances in Å.
Atoms and positions in Å:
1 C -0.01 0.57 -0.01  N2 1.299, N3 1.290, H4 1.117
2 N 1.12 -0.07 0.01  C1 1.299, H5 1.034, H6 1.045
3 N -1.19 0.03 -0.06  C1 1.290, H7 1.046
4 H 0.29 1.62 0.24  C1 1.117
5 H 1.98 0.48 0.17  N2 1.034
6 H 1.18 -1.10 -0.12  N2 1.045
7 H -2.20 0.28 -0.12  N3 1.046
8 H -1.17 -1.81 -0.12  no bonds

Atomic partial charges in e from the natural (NBO) method, atoms 1 to 2: number 1, C, carries 0.34; number 2, N, carries -0.70

Entry ii
Here is the ion CH5N2 with charge +1 from the OMol25 dataset. Energies are from wB97M-V/def2-TZVPD.

Its total charge is +1. As for the SMILES: NC=[NH2+]. Its orbital gap is 0.44014 Ha.

Each atom is followed by the atoms it is bonded to, with distances in Å.
Atoms and positions in Å:
1 N -0.50 0.73 0.78  C2 1.341, H4 1.000, H5 1.044
2 C -0.31 -0.03 -0.30  N1 1.341, N3 1.338, H6 1.088
3 N 0.81 -0.71 -0.58  C2 1.338, H7 1.087, H8 1.023
4 H 0.20 0.97 1.45  N1 1.000
5 H -1.41 1.20 0.97  N1 1.044
6 H -1.18 -0.12 -0.94  C2 1.088
7 H 0.67 -1.61 -1.17  N3 1.087
8 H 1.72 -0.44 -0.20  N3 1.023

Atomic partial charges in e from the natural (NBO) method, atoms 1 to 2: number 1, N, carries -0.70; number 2, C, carries 0.41

Quick one: least stable of them? entry i